The following is a quantum chemistry calculation of a 10-piece molecular cluster, C58H146N10O19 overall in a non-equilibrium geometry, from the OMol25 dataset.

- Electronic energy: -116286.90766 eV
- Multiplicity: 2
- Frontier orbital gap (spin up / spin down): 7.47 / 2.72 eV
- Maximum force: 6.5 eV/A
- Charge: +1
- ΔE to the lowest compared entry with this formula, charge and spin: 558.9 kJ/mol

Each atom is followed by the atoms it is bonded to, with distances in Å.
Positions of all 233 atoms, in Å:
1 C 0.073 0.459 5.208  O2 1.435, H10 1.090, H11 1.090, H12 1.090
2 O -0.516 -0.742 4.687  C1 1.435, C3 1.379
3 C 0.354 -1.692 4.193  O2 1.379, C4 1.575, H13 1.090, H14 1.090
4 C 1.375 -2.424 5.143  C3 1.575, N5 1.502, H15 1.090, H16 1.090
5 N 0.582 -3.513 5.806  C4 1.502, C6 1.430, H17 1.010
6 C 1.301 -4.071 6.909  N5 1.430, C7 1.588, H18 1.090, H19 1.090
7 C 1.039 -3.199 8.209  C6 1.588, O8 1.474, H20 1.090, H21 1.090
8 O -0.377 -2.884 8.464  C7 1.474, C9 1.438
9 C -1.042 -4.131 8.732  O8 1.438, H22 1.090, H23 1.090, H24 1.090
10 H 0.985 0.722 4.672  C1 1.090
11 H 0.424 0.137 6.189  C1 1.090
12 H -0.613 1.306 5.182  C1 1.090
13 H 0.909 -1.245 3.369  C3 1.090
14 H -0.242 -2.342 3.553  C3 1.090
15 H 1.643 -1.728 5.938  C4 1.090
16 H 2.295 -2.701 4.628  C4 1.090
17 H -0.237 -3.078 6.206  N5 1.010
18 H 2.334 -4.214 6.592  C6 1.090
19 H 0.760 -4.999 7.091  C6 1.090
20 H 1.470 -2.203 8.106  C7 1.090
21 H 1.430 -3.701 9.094  C7 1.090
22 H -0.455 -4.701 9.453  C9 1.090
23 H -1.255 -4.600 7.771  C9 1.090
24 H -1.937 -3.877 9.299  C9 1.090
25 C -3.061 -3.463 -0.874  O26 1.394, H34 1.090, H35 1.090, H36 1.090
26 O -3.577 -4.379 0.041  C25 1.394, C27 1.414
27 C -2.597 -5.093 0.768  O26 1.414, C28 1.523, H37 1.090, H38 1.090
28 C -3.171 -6.401 1.294  C27 1.523, N29 1.451, H39 1.090, H40 1.090
29 N -3.235 -7.300 0.157  C28 1.451, C30 1.475, H41 1.010
30 C -3.713 -8.620 0.611  N29 1.475, C31 1.551, H42 1.090, H43 1.090
31 C -5.037 -8.707 1.415  C30 1.551, O32 1.444, H44 1.090, H45 1.090
32 O -5.640 -10.015 1.311  C31 1.444, C33 1.403
33 C -6.245 -10.366 2.528  O32 1.403, H46 1.090, H47 1.090, H48 1.090
34 H -2.677 -4.000 -1.740  C25 1.090
35 H -2.291 -2.835 -0.427  C25 1.090
36 H -3.850 -2.838 -1.293  C25 1.090
37 H -2.117 -4.514 1.557  C27 1.090
38 H -1.739 -5.397 0.168  C27 1.090
39 H -4.114 -6.271 1.826  C28 1.090
40 H -2.577 -6.798 2.118  C28 1.090
41 H -3.564 -6.897 -0.709  N29 1.010
42 H -2.837 -9.164 0.963  C30 1.090
43 H -3.932 -9.045 -0.369  C30 1.090
44 H -5.718 -7.914 1.107  C31 1.090
45 H -4.746 -8.414 2.424  C31 1.090
46 H -6.826 -11.229 2.202  C33 1.090
47 H -6.837 -9.634 3.077  C33 1.090
48 H -5.439 -10.739 3.160  C33 1.090
49 C 6.278 0.409 -0.631  O50 1.298, H58 1.090, H59 1.090, H60 1.090
50 O 5.920 0.873 0.527  C49 1.298, C51 1.441
51 C 4.790 1.766 0.486  O50 1.441, C52 1.586, H61 1.090, H62 1.090
52 C 4.574 2.161 2.007  C51 1.586, N53 1.484, H63 1.090, H64 1.090
53 N 3.789 3.418 2.087  C52 1.484, C54 1.499, H65 1.010
54 C 2.317 3.292 1.831  N53 1.499, C55 1.549, H66 1.090, H67 1.090
55 C 1.847 4.563 1.081  C54 1.549, O56 1.397, H68 1.090, H69 1.090
56 O 2.415 4.495 -0.194  C55 1.397, C57 1.423
57 C 2.009 5.576 -1.027  O56 1.423, H70 1.090, H71 1.090, H72 1.090
58 H 6.777 1.205 -1.184  C49 1.090
59 H 5.452 0.340 -1.339  C49 1.090
60 H 6.861 -0.512 -0.591  C49 1.090
61 H 3.885 1.282 0.119  C51 1.090
62 H 4.986 2.660 -0.105  C51 1.090
63 H 5.583 2.237 2.411  C52 1.090
64 H 4.006 1.402 2.544  C52 1.090
65 H 4.023 4.287 1.628  N53 1.010
66 H 1.843 3.199 2.808  C54 1.090
67 H 2.117 2.372 1.283  C54 1.090
68 H 2.079 5.479 1.625  C55 1.090
69 H 0.805 4.262 0.975  C55 1.090
70 H 1.702 6.552 -0.652  C57 1.090
71 H 1.172 5.184 -1.605  C57 1.090
72 H 2.795 5.889 -1.715  C57 1.090
73 C -8.026 4.388 4.107  O74 1.431, H82 1.090, H83 1.090, H84 1.090
74 O -7.917 3.724 2.844  C73 1.431, C75 1.401
75 C -6.752 3.919 2.090  O74 1.401, C76 1.542, H85 1.090, H86 1.090
76 C -7.119 5.064 1.125  C75 1.542, N77 1.472, H87 1.090, H88 1.090
77 N -6.323 5.200 -0.106  C76 1.472, C78 1.474, H89 1.010
78 C -4.893 5.520 0.048  N77 1.474, C79 1.526, H90 1.090, H91 1.090
79 C -4.058 4.856 -1.044  C78 1.526, O80 1.407, H92 1.090, H93 1.090
80 O -4.084 5.621 -2.224  C79 1.407, C81 1.366
81 C -3.554 5.020 -3.330  O80 1.366, H94 1.090, H95 1.090, H96 1.090
82 H -9.066 4.352 4.432  C73 1.090
83 H -7.687 5.424 4.094  C73 1.090
84 H -7.369 3.952 4.860  C73 1.090
85 H -6.676 3.140 1.331  C75 1.090
86 H -5.818 4.068 2.632  C75 1.090
87 H -7.261 5.953 1.741  C76 1.090
88 H -8.134 4.992 0.733  C76 1.090
89 H -6.779 5.870 -0.709  N77 1.010
90 H -4.618 5.085 1.008  C78 1.090
91 H -4.777 6.595 0.186  C78 1.090
92 H -4.180 3.774 -1.091  C79 1.090
93 H -3.048 4.883 -0.634  C79 1.090
94 H -3.820 3.963 -3.323  C81 1.090
95 H -2.490 5.021 -3.095  C81 1.090
96 H -3.884 5.654 -4.154  C81 1.090
97 C 1.787 8.498 -3.850  O98 1.378, H106 1.090, H107 1.090, H108 1.090
98 O 2.604 7.524 -4.381  C97 1.378, C99 1.450
99 C 2.733 7.620 -5.822  O98 1.450, C100 1.517, H109 1.090, H110 1.090
100 C 3.307 6.394 -6.506  C99 1.517, N101 1.458, H111 1.090, H112 1.090
101 N 2.821 5.203 -5.821  C100 1.458, C102 1.487, H113 1.010
102 C 3.466 3.963 -6.330  N101 1.487, C103 1.519, H114 1.090, H115 1.090
103 C 3.503 2.884 -5.262  C102 1.519, O104 1.390, H116 1.090, H117 1.090
104 O 4.086 3.285 -4.066  C103 1.390, C105 1.391
105 C 3.882 2.475 -2.954  O104 1.391, H118 1.090, H119 1.090, H120 1.090
106 H 0.787 8.459 -4.283  C97 1.090
107 H 2.204 9.497 -3.976  C97 1.090
108 H 1.640 8.504 -2.770  C97 1.090
109 H 3.063 8.585 -6.205  C99 1.090
110 H 1.688 7.704 -6.118  C99 1.090
111 H 4.395 6.465 -6.489  C100 1.090
112 H 2.960 6.463 -7.537  C100 1.090
113 H 2.910 5.314 -4.821  N101 1.010
114 H 4.364 4.053 -6.941  C102 1.090
115 H 2.691 3.645 -7.027  C102 1.090
116 H 3.929 1.976 -5.689  C103 1.090
117 H 2.503 2.552 -4.983  C103 1.090
118 H 2.803 2.440 -2.806  C105 1.090
119 H 4.406 2.898 -2.096  C105 1.090
120 H 4.292 1.474 -3.089  C105 1.090
121 C 3.841 -3.386 -3.590  O122 1.344, H130 1.090, H131 1.090, H132 1.090
122 O 2.699 -3.493 -4.289  C121 1.344, C123 1.456
123 C 2.052 -2.227 -4.604  O122 1.456, C124 1.488, H133 1.090, H134 1.090
124 C 0.581 -2.367 -4.781  C123 1.488, N125 1.517, H135 1.090, H136 1.090
125 N 0.125 -2.297 -6.227  C124 1.517, C126 1.523, H137 1.010
126 C 0.879 -3.226 -7.170  N125 1.523, C127 1.553, H138 1.090, H139 1.090
127 C 0.366 -2.735 -8.551  C126 1.553, O128 1.401, H140 1.090, H141 1.090
128 O 0.802 -1.430 -8.820  C127 1.401, C129 1.401
129 C 0.227 -0.953 -10.005  O128 1.401, H142 1.090, H143 1.090, H144 1.090
130 H 3.736 -2.880 -2.630  C121 1.090
131 H 4.435 -2.665 -4.152  C121 1.090
132 H 4.305 -4.356 -3.406  C121 1.090
133 H 2.465 -1.663 -5.440  C123 1.090
134 H 2.116 -1.790 -3.607  C123 1.090
135 H 0.036 -1.533 -4.338  C124 1.090
136 H 0.228 -3.363 -4.516  C124 1.090
137 H 0.234 -1.342 -6.537  N125 1.010
138 H 0.718 -4.281 -6.946  C126 1.090
139 H 1.960 -3.117 -7.088  C126 1.090
140 H -0.704 -2.909 -8.664  C127 1.090
141 H 0.697 -3.383 -9.363  C127 1.090
142 H -0.815 -0.820 -9.716  C129 1.090
143 H 0.248 -1.655 -10.839  C129 1.090
144 H 0.534 0.029 -10.365  C129 1.090
145 C -0.487 2.740 -5.827  O146 1.474, H154 1.090, H155 1.090, H156 1.090
146 O -1.481 1.847 -5.205  C145 1.474, C147 1.365
147 C -2.489 1.455 -6.037  O146 1.365, C148 1.562, H157 1.090, H158 1.090
148 C -3.578 0.711 -5.199  C147 1.562, N149 1.425, H159 1.090, H160 1.090
149 N -3.135 -0.379 -4.393  C148 1.425, C150 1.422, H161 1.010
150 C -4.273 -0.911 -3.728  N149 1.422, C151 1.541, H162 1.090, H163 1.090
151 C -4.632 -0.218 -2.399  C150 1.541, O152 1.376, H164 1.090, H165 1.090
152 O -3.617 -0.135 -1.474  C151 1.376, C153 1.357
153 C -4.036 -0.247 -0.188  O152 1.357, H166 1.090, H167 1.090, H168 1.090
154 H -0.844 3.660 -6.291  C145 1.090
155 H 0.018 2.369 -6.719  C145 1.090
156 H 0.224 2.881 -5.013  C145 1.090
157 H -1.998 0.958 -6.874  C147 1.090
158 H -2.999 2.332 -6.435  C147 1.090
159 H -4.319 0.333 -5.903  C148 1.090
160 H -4.192 1.481 -4.732  C148 1.090
161 H -2.422 -0.112 -3.729  N149 1.010
162 H -4.034 -1.933 -3.432  C150 1.090
163 H -5.049 -1.091 -4.472  C150 1.090
164 H -5.487 -0.796 -2.048  C151 1.090
165 H -5.163 0.729 -2.494  C151 1.090
166 H -3.174 -0.294 0.478  C153 1.090
167 H -4.577 -1.183 -0.051  C153 1.090
168 H -4.791 0.508 0.030  C153 1.090
169 C -0.411 2.492 -2.021  O170 1.454, H178 1.090, H179 1.090, H180 1.090
170 O 0.265 1.465 -1.246  C169 1.454, C171 1.432
171 C 0.293 0.145 -1.799  O170 1.432, C172 1.600, H181 1.090, H182 1.090
172 C 0.663 -1.079 -0.838  C171 1.600, N173 1.469, H183 1.090, H184 1.090
173 N 2.070 -1.035 -0.417  C172 1.469, C174 1.487, H185 1.010
174 C 2.195 -2.322 0.317  N173 1.487, C175 1.431, H186 1.090, H187 1.090
175 C 3.436 -2.424 1.022  C174 1.431, O176 1.405, H188 1.090, H189 1.090
176 O 3.527 -1.596 2.154  C175 1.405, C177 1.409
177 C 4.839 -1.763 2.641  O176 1.409, H190 1.090, H191 1.090, H192 1.090
178 H -1.496 2.408 -2.071  C169 1.090
179 H -0.003 2.762 -2.995  C169 1.090
180 H -0.377 3.425 -1.457  C169 1.090
181 H 1.001 0.107 -2.626  C171 1.090
182 H -0.710 -0.059 -2.174  C171 1.090
183 H 0.358 -1.984 -1.364  C172 1.090
184 H -0.099 -0.934 -0.073  C172 1.090
185 H 2.166 -0.279 0.245  N173 1.010
186 H 1.980 -3.163 -0.341  C174 1.090
187 H 1.524 -2.306 1.177  C174 1.090
188 H 4.211 -2.196 0.290  C175 1.090
189 H 3.685 -3.447 1.301  C175 1.090
190 H 4.955 -1.402 3.663  C177 1.090
191 H 5.621 -1.305 2.035  C177 1.090
192 H 5.122 -2.798 2.831  C177 1.090
193 C -1.939 5.165 2.554  O194 1.475, H202 1.090, H203 1.090, H204 1.090
194 O -1.814 4.144 1.496  C193 1.475, C195 1.424
195 C -2.079 2.766 1.742  O194 1.424, C196 1.580, H205 1.090, H206 1.090
196 C -3.489 2.372 2.338  C195 1.580, N197 1.406, H207 1.090, H208 1.090
197 N -3.502 2.629 3.720  C196 1.406, C198 1.436, H209 1.010
198 C -4.599 1.992 4.394  N197 1.436, C199 1.553, H210 1.090, H211 1.090
199 C -4.280 1.961 5.914  C198 1.553, O200 1.488, H212 1.090, H213 1.090
200 O -3.223 0.942 6.150  C199 1.488, C201 1.408
201 C -3.703 -0.382 6.156  O200 1.408, H214 1.090, H215 1.090, H216 1.090
202 H -1.346 4.982 3.450  C193 1.090
203 H -2.968 5.180 2.913  C193 1.090
204 H -1.803 6.181 2.184  C193 1.090
205 H -1.283 2.561 2.456  C195 1.090
206 H -1.980 2.206 0.812  C195 1.090
207 H -3.688 1.307 2.219  C196 1.090
208 H -4.336 2.787 1.791  C196 1.090
209 H -2.746 2.120 4.155  N197 1.010
210 H -4.723 0.983 3.999  C198 1.090
211 H -5.495 2.546 4.115  C198 1.090
212 H -5.295 1.762 6.258  C199 1.090
213 H -4.039 2.873 6.460  C199 1.090
214 H -2.736 -0.865 6.018  C201 1.090
215 H -4.438 -0.545 5.368  C201 1.090
216 H -4.046 -0.782 7.110  C201 1.090
217 C 10.520 -4.600 4.021  C218 1.501, H223 1.090, H224 1.090, H225 1.090
218 C 9.154 -4.165 4.465  C217 1.501, C219 1.543, N222 1.462, H226 1.090
219 C 8.026 -5.204 4.289  C218 1.543, O220 1.466, H227 1.090, H228 1.090
220 O 6.701 -4.639 4.563  C219 1.466, C221 1.338
221 C 5.816 -5.566 4.179  O220 1.338, H229 1.090, H230 1.090, H231 1.090
222 N 9.401 -3.820 5.864  C218 1.462, H232 1.010, H233 1.010
223 H 10.625 -4.939 2.990  C217 1.090
224 H 10.832 -5.535 4.486  C217 1.090
225 H 11.178 -3.738 4.125  C217 1.090
226 H 8.776 -3.213 4.092  C218 1.090
227 H 8.223 -6.061 4.933  C219 1.090
228 H 8.117 -5.546 3.258  C219 1.090
229 H 5.544 -5.630 3.126  C221 1.090
230 H 4.844 -5.411 4.648  C221 1.090
231 H 5.860 -6.614 4.476  C221 1.090
232 H 10.103 -3.167 6.182  N222 1.010
233 H 8.513 -3.454 6.177  N222 1.010

Löwdin atomic charge list, values in e, 5 entries: -0.070 -0.196 -0.243 -0.141 -0.074